Density functional theory data (ωB97M-V/def2-TZVPD) for a molecular structure, C55H77GeN9O5S2ScSi2Te.

ORCA input file:
```
! wB97M-V def2-TZVPD RIJCOSX def2/J DEFGRID3
* xyz 0 2
Sc -0.67 -0.14 1.08
C -4.46 0.39 2.46
C -3.33 1.16 3.08
C -3.53 1.98 4.17
C -2.45 2.70 4.67
C -1.21 2.60 4.10
C -1.04 1.74 2.99
N -2.12 1.05 2.52
N 0.08 1.47 2.31
Si 1.51 2.46 2.26
C 2.67 1.60 1.07
C 1.03 4.16 1.64
C 2.37 2.62 3.92
H -5.14 1.07 1.95
H -5.03 -0.15 3.22
H -4.08 -0.32 1.72
H -4.52 2.05 4.61
H -2.60 3.36 5.53
H -0.36 3.15 4.49
H 2.65 2.07 0.09
H 2.31 0.57 0.94
H 3.70 1.54 1.42
H 0.57 4.05 0.65
H 1.88 4.83 1.56
H 0.29 4.64 2.30
H 3.08 1.81 4.07
H 1.67 2.60 4.76
H 2.92 3.56 3.98
C -3.57 -1.37 -2.44
O -2.18 -1.48 -2.78
C -1.33 -1.33 -1.78
O -1.69 -1.16 -0.61
N -0.05 -1.45 -2.18
N 0.94 -1.08 -1.28
H -4.09 -1.31 -3.39
H -3.74 -0.48 -1.84
H -3.89 -2.26 -1.89
H 0.11 -1.36 -3.17
H 1.17 -0.10 -1.41
H 1.76 -1.66 -1.38
C -3.19 -3.39 0.87
C -2.78 -2.79 2.16
N -1.98 -1.76 2.36
C -1.91 -1.57 3.73
C -2.68 -2.50 4.36
N -3.22 -3.28 3.36
C -4.15 -4.35 3.58
N -5.52 -3.92 3.48
N -6.03 -3.15 4.48
N -7.19 -2.74 4.15
C -7.49 -3.22 2.89
C -8.63 -3.05 2.10
C -8.64 -3.67 0.88
C -7.55 -4.45 0.44
C -6.42 -4.63 1.21
C -6.41 -3.98 2.45
H -2.50 -3.07 0.10
H -4.20 -3.07 0.60
H -3.16 -4.48 0.91
H -1.31 -0.80 4.17
H -2.89 -2.67 5.39
H -3.98 -4.74 4.58
H -3.98 -5.15 2.85
H -9.46 -2.45 2.45
H -9.50 -3.57 0.23
H -7.61 -4.93 -0.53
H -5.60 -5.25 0.87
Te -2.68 2.17 -0.32
C -3.33 3.07 -2.11
C -3.09 4.35 -2.52
C -3.73 4.67 -3.74
C -4.45 3.63 -4.25
S -4.34 2.26 -3.23
H -2.48 5.04 -1.95
H -3.66 5.63 -4.23
H -5.03 3.60 -5.15
C 1.99 5.45 -5.22
C 1.37 4.88 -3.95
C 0.64 5.96 -3.16
C 0.43 3.73 -4.29
O 2.45 4.44 -3.12
Si 2.98 2.97 -2.64
S -0.44 1.68 -0.95
O 3.06 1.97 -3.94
C 3.91 0.85 -4.21
C 4.08 0.00 -2.95
C 3.22 0.04 -5.30
C 5.26 1.36 -4.70
O 4.50 3.15 -2.05
C 5.17 4.22 -1.36
C 6.39 3.58 -0.70
C 5.58 5.27 -2.38
C 4.25 4.81 -0.30
H 1.21 5.79 -5.91
H 2.58 4.69 -5.72
H 2.64 6.30 -4.98
H -0.17 6.39 -3.74
H 1.34 6.76 -2.89
H 0.24 5.54 -2.24
H -0.44 4.10 -4.82
H 0.08 3.23 -3.37
H 0.94 2.99 -4.91
H 3.10 -0.32 -2.58
H 4.58 0.57 -2.16
H 4.67 -0.89 -3.16
H 2.21 -0.22 -4.97
H 3.77 -0.87 -5.52
H 3.14 0.63 -6.21
H 5.75 1.94 -3.91
H 5.12 2.00 -5.57
H 5.91 0.53 -4.97
H 7.02 3.11 -1.46
H 6.08 2.82 0.01
H 6.98 4.34 -0.18
H 6.25 4.83 -3.12
H 6.10 6.09 -1.89
H 4.70 5.66 -2.89
H 3.95 4.05 0.41
H 3.35 5.23 -0.77
H 4.76 5.61 0.24
C 1.88 -1.34 3.79
Ge 1.20 -1.88 2.00
C 2.92 -2.48 1.16
C 3.68 -1.69 0.28
C 4.89 -2.13 -0.24
C 5.38 -3.38 0.10
C 4.65 -4.18 0.97
C 3.45 -3.73 1.49
C 0.41 -3.69 2.39
C 0.19 -4.11 3.68
C -0.43 -5.35 3.98
C -0.84 -6.18 2.98
C -0.63 -5.81 1.62
C -1.05 -6.65 0.56
C -0.86 -6.28 -0.74
C -0.23 -5.05 -1.04
C 0.18 -4.23 -0.03
C -0.01 -4.57 1.33
H 2.42 -2.15 4.28
H 1.08 -0.99 4.46
H 2.56 -0.50 3.65
H 3.34 -0.70 0.01
H 5.45 -1.49 -0.91
H 6.33 -3.73 -0.30
H 5.03 -5.16 1.25
H 2.89 -4.38 2.16
H 0.51 -3.48 4.50
H -0.57 -5.63 5.01
H -1.30 -7.13 3.20
H -1.52 -7.60 0.80
H -1.18 -6.93 -1.55
H -0.08 -4.76 -2.07
H 0.66 -3.29 -0.26
*
```

Summary:
HOMO level (spin up / spin down): -6.67 / -6.90 eV
LUMO energy (spin up / spin down): 0.146 / -0.023 eV
Max |F|: 0.72 eV/Å

=====

Density functional theory data (ωB97M-V/def2-TZVPD) for 2 unconnected molecules or ions with the total composition C5H6O2.

ORCA input file:
```
! wB97M-V def2-TZVPD RIJCOSX def2/J DEFGRID3
* xyz 0 1
C -0.29 0.63 -1.69
C 0.71 -0.26 -0.96
O 0.16 1.56 1.54
C -0.28 0.82 2.33
O -0.74 0.34 3.30
C -0.16 -1.42 1.22
C 0.26 -0.94 0.21
H -0.49 1.51 -1.08
H 0.06 0.98 -2.67
H -1.22 0.10 -1.82
H 1.71 0.17 -0.92
H -0.57 -2.16 1.86
H 0.83 -1.34 -1.33
*
```

Summary:
HOMO level: -9.85 eV
SMILES: C#CCC.O=C=O
LUMO energy: 0.807 eV
Max |F|: 2.38 eV/Å